4
Properties=species:S:1:pos:R:3:forces:R:3 method="wB97M-V/def2-TZVPD" relative_energy_kcal_mol=17.4 homo_ev=-21.28 gap_ev=9.74 charge=+2 total_energy_ev=-20500.1785
O -0.06082 0.22153 -0.43359 0.65 -0.83 0.57
H 0.75618 -0.21954 -0.75953 -0.68 0.52 -0.13
H -0.62938 0.31149 -1.23164 0.21 0.00 0.68
Ca -0.06598 -0.31348 2.42477 -0.19 0.31 -1.12